Entry 1:
This record from the OMol25 dataset describes a 5-piece molecular cluster, C29H37BF3N4O25PS6 overall in a non-equilibrium geometry. The level of theory is the ωB97M-V functional and the def2-TZVPD basis.

SMILES = [H]/N=C/Cc1c(CCSc2nnco2)c(C[C@@H](O)C(F)(F)F)c2c(c1P(O)(O)=S)C(=O)C(B(O)CC)=C(ON=O)C2=O.O=S1(=O)OCCO1.O=S1(=O)OCCO1.O=S1(=O)OCCO1.O=S1(=O)OCCO1
E_tot = -6281.7387 Ha
LUMO = -0.0325 hartree

Geometry (Å):
1 H -5.426 0.281 -3.155
2 N -4.624 0.385 -2.495
3 C -3.826 1.253 -3.076
4 C -2.451 1.812 -2.486
5 C -2.191 1.401 -0.949
6 C -2.762 2.335 0.181
7 C -3.566 3.643 -0.323
8 C -2.535 4.837 -0.730
9 S -1.621 5.524 0.767
10 C -0.045 4.551 0.986
11 N 0.269 3.532 1.940
12 N 1.562 3.104 1.755
13 C 2.074 3.839 0.640
14 O 1.094 4.727 0.150
15 C -2.560 2.012 1.713
16 C -3.200 2.959 2.817
17 C -4.814 2.756 2.712
18 O -5.275 1.599 3.456
19 C -5.618 4.071 3.233
20 F -5.910 4.951 2.128
21 F -4.879 4.804 4.207
22 F -6.878 3.751 3.814
23 C -1.708 0.728 2.032
24 C -1.122 -0.195 0.898
25 C -1.364 0.094 -0.632
26 P -0.704 -1.046 -2.000
27 O -0.656 -2.692 -1.495
28 O -1.740 -1.064 -3.383
29 S 1.041 -0.422 -2.656
30 C -0.250 -1.458 1.411
31 O 0.805 -1.849 0.867
32 C -0.834 -2.156 2.750
33 B -0.783 -3.779 2.962
34 O -1.729 -4.715 2.418
35 C 0.464 -4.420 3.825
36 C 1.842 -4.480 2.944
37 C -1.367 -1.311 3.779
38 O -1.839 -1.947 4.979
39 N -3.179 -1.780 5.146
40 O -3.433 -2.321 6.190
41 C -1.406 0.292 3.559
42 O -1.176 1.094 4.490
43 H -4.162 1.697 -4.088
44 H -1.530 1.414 -3.064
45 H -2.454 2.944 -2.668
46 H -4.232 3.387 -1.232
47 H -4.249 4.089 0.474
48 H -1.721 4.494 -1.450
49 H -3.089 5.720 -1.220
50 H 3.090 3.833 0.127
51 H -2.935 2.698 3.895
52 H -2.995 4.072 2.678
53 H -5.149 2.585 1.618
54 H -6.188 1.448 3.101
55 H 0.273 -3.020 -1.641
56 H -1.259 -0.637 -4.140
57 H -1.180 -5.429 2.005
58 H 0.708 -3.811 4.761
59 H 0.240 -5.501 4.169
60 H 1.542 -4.771 1.881
61 H 2.601 -5.194 3.418
62 H 2.258 -3.410 2.949
63 O 2.782 -4.678 -4.938
64 S 3.356 -4.094 -3.762
65 O 2.797 -4.271 -2.455
66 O 3.557 -2.508 -4.030
67 C 4.937 -2.167 -3.878
68 C 5.704 -3.429 -4.240
69 O 4.927 -4.501 -3.707
70 H 5.106 -1.888 -2.835
71 H 5.195 -1.328 -4.522
72 H 6.711 -3.438 -3.822
73 H 5.760 -3.559 -5.325
74 O -0.207 -7.190 3.514
75 S 0.965 -7.976 3.784
76 O 2.276 -7.413 3.884
77 O 1.006 -9.200 2.719
78 C 1.006 -10.444 3.420
79 C 0.272 -10.171 4.724
80 O 0.685 -8.862 5.114
81 H 2.046 -10.731 3.605
82 H 0.518 -11.217 2.826
83 H 0.515 -10.898 5.499
84 H -0.811 -10.153 4.570
85 O 5.328 0.304 -0.743
86 S 5.917 0.972 -1.863
87 O 5.973 0.392 -3.172
88 O 7.410 1.447 -1.443
89 C 7.520 2.864 -1.583
90 C 6.114 3.400 -1.361
91 O 5.252 2.449 -1.984
92 H 7.869 3.080 -2.597
93 H 8.234 3.264 -0.862
94 H 5.973 4.390 -1.795
95 H 5.868 3.432 -0.295
96 O -2.757 4.549 -3.608
97 S -2.177 5.220 -4.737
98 O -2.113 4.632 -6.040
99 O -0.692 5.718 -4.319
100 C -0.603 7.136 -4.468
101 C -2.016 7.653 -4.249
102 O -2.864 6.683 -4.867
103 H -0.256 7.351 -5.483
104 H 0.104 7.551 -3.749
105 H -2.173 8.637 -4.689
106 H -2.263 7.687 -3.184

---

Entry 2:
This record from the OMol25 dataset describes one molecule with the formula C29H37NO4 in a non-equilibrium geometry. The level of theory is the ωB97M-V functional and the def2-TZVPD basis.

SMILES = CCOC(=O)[C@@H](c1ccccc1)[C@@H](/C(C[N+]12CCC(CC1)CC2)=C(/C)[O-])c1ccc(OC)cc1
E_tot = -1482.8424 Ha
LUMO = 0.0162 hartree
energy above the lowest of the compared OMol25 structures with the same formula, charge and spin = 0.00 kJ/mol

Geometry (Å):
1 C -4.154 1.178 3.060
2 C -3.243 -0.016 3.068
3 O -1.892 0.499 2.709
4 C -1.015 -0.371 2.189
5 O -1.296 -1.528 1.881
6 C 0.390 0.192 1.914
7 C 1.376 -0.384 2.958
8 C 1.187 -1.607 3.606
9 C 2.102 -2.029 4.583
10 C 3.191 -1.227 4.939
11 C 3.394 -0.016 4.258
12 C 2.492 0.398 3.272
13 C 0.691 -0.009 0.493
14 C -0.060 0.964 -0.397
15 C -1.525 1.058 -0.434
16 N -2.267 0.128 -1.475
17 C -1.347 -0.775 -2.297
18 C -2.168 -1.570 -3.306
19 C -3.666 -1.309 -3.121
20 C -4.037 -1.630 -1.677
21 C -3.247 -0.754 -0.713
22 C -3.916 0.186 -3.360
23 C -3.056 1.026 -2.436
24 C 0.568 1.791 -1.475
25 C 0.880 3.229 -1.151
26 O 0.753 1.370 -2.631
27 C 2.165 -0.157 0.008
28 C 2.560 -1.435 -0.408
29 C 3.740 -1.615 -1.101
30 C 4.580 -0.516 -1.387
31 O 5.692 -0.778 -2.134
32 C 6.612 0.265 -2.522
33 C 4.232 0.758 -0.883
34 C 3.026 0.920 -0.198
35 H -5.156 0.853 3.336
36 H -3.832 1.938 3.777
37 H -4.214 1.637 2.067
38 H -3.137 -0.467 4.063
39 H -3.537 -0.783 2.341
40 H 0.310 1.267 2.139
41 H 0.340 -2.245 3.349
42 H 1.923 -2.978 5.090
43 H 3.889 -1.550 5.719
44 H 4.228 0.640 4.505
45 H 2.617 1.344 2.739
46 H 0.246 -0.972 0.210
47 H -2.003 0.846 0.536
48 H -1.817 2.101 -0.693
49 H -0.608 -0.138 -2.797
50 H -0.816 -1.434 -1.595
51 H -1.855 -1.291 -4.319
52 H -1.933 -2.632 -3.182
53 H -4.258 -1.912 -3.816
54 H -5.102 -1.458 -1.496
55 H -3.832 -2.679 -1.443
56 H -2.660 -1.342 0.010
57 H -3.902 -0.072 -0.150
58 H -3.684 0.456 -4.394
59 H -4.968 0.438 -3.192
60 H -3.658 1.695 -1.810
61 H -2.307 1.619 -2.977
62 H 0.926 3.380 -0.064
63 H 1.831 3.480 -1.636
64 H 0.083 3.857 -1.577
65 H 1.907 -2.300 -0.274
66 H 4.059 -2.588 -1.457
67 H 7.390 -0.243 -3.096
68 H 6.117 1.012 -3.147
69 H 7.052 0.736 -1.640
70 H 4.879 1.619 -1.062
71 H 2.742 1.931 0.103

---

In eV, the Kohn-Sham gap values for the records above are, in order, 7.45; 5.77.